# H6O3

A cluster of 3 separate species, H6O3 in total in a non-equilibrium geometry (ωB97M-V with the def2-TZVPD basis set, the Open Molecules 2025 dataset).

Geometry as XYZ:
```
9
H6O3 | the Open Molecules 2025 dataset | ωB97M-V with the def2-TZVPD basis set
O -0.514 -0.144 -0.511
H -0.678 0.068 -1.416
H 0.326 0.267 -0.257
O 2.569 0.577 -1.601
H 2.428 -0.422 -1.514
H 3.342 0.667 -1.058
O -2.683 -0.687 1.996
H -1.925 -0.118 1.584
H -2.865 -0.208 2.778
```

The value obtained for the strongest force on any atom is 0.0692 Eh/bohr. The LUMO energy is 0.547 eV. The value obtained for the HOMO energy is -11.07 eV. The calculation puts the orbital gap at 11.621 eV. Its relative energy (zero: lowest compared OMol25 entry of this formula, charge and spin) is 66.0 kJ/mol. As for the SMILES: O.O.O.